[1]
Entry from the OMol25 dataset: C45H45AuN5O3P2S as an isolated structure (ωB97M-V/def2-TZVPD).

As for the net charge: +1. As for the multiplicity: 3. Its total energy is -3457.60428 Ha. For the HOMO energy (spin up / spin down), the calculation gives -8.83 / -9.20 eV. The frontier orbital gap (spin up / spin down) comes out at 6.2 / 2.8 eV.

Each line ends with the natural charge from an NBO analysis.
Cartesian coordinates (Å):
Au -0.1274 0.1176 0.5481  1.03
N 1.1550 1.0829 7.6829  -0.80
C 0.3325 1.1276 6.5815  0.20
C -0.8793 0.4294 6.5723  -0.29
C -1.6968 0.4611 5.4601  -0.13
C -1.3095 1.1882 4.3388  -0.44
C -0.1044 1.8779 4.3304  -0.13
C 0.7092 1.8507 5.4446  -0.25
S -2.3291 1.1642 2.9231  2.36
O -2.0254 2.3353 2.1238  -1.00
O -3.6805 0.9263 3.3308  -0.93
N -1.7684 -0.0522 2.0014  -1.00
C -1.9275 -1.3803 2.2749  0.57
N -1.3287 -2.1711 1.3536  -0.57
C -1.4407 -3.4836 1.5139  0.09
C -2.1327 -4.0437 2.5700  -0.37
C -2.6742 -3.1425 3.4776  0.12
N -2.5771 -1.8270 3.3553  -0.49
H 0.8088 0.6957 8.5409  0.39
H 1.9211 1.7263 7.7544  0.39
H -1.1774 -0.1328 7.4491  0.21
H -2.6355 -0.0747 5.4438  0.25
H 0.1920 2.4260 3.4477  0.24
H 1.6525 2.3841 5.4413  0.20
H -0.9402 -4.1025 0.7754  0.19
H -2.2225 -5.1116 2.6972  0.23
H -3.2037 -3.4957 4.3566  0.20
C -1.4152 -0.0946 -2.6166  -0.58
N -0.1500 0.0186 -3.3508  -0.19
C 1.0573 0.4484 -2.6652  -0.55
P 1.5594 -0.4066 -1.0501  0.97
C 2.0791 -2.0749 -1.5131  -0.42
C 1.3689 -2.8056 -2.4662  -0.15
C 1.6917 -4.1281 -2.7287  -0.22
C 2.7209 -4.7408 -2.0292  -0.19
C 3.4163 -4.0293 -1.0611  -0.18
C 3.0969 -2.7070 -0.7962  -0.19
C 3.0468 0.5893 -0.8089  -0.43
C 4.2781 0.2618 -1.3773  -0.14
C 5.3695 1.0966 -1.1922  -0.23
C 5.2310 2.2690 -0.4616  -0.17
C 4.0026 2.6091 0.0875  -0.20
C 2.9127 1.7689 -0.0744  -0.16
C -0.1033 -0.4007 -4.6506  0.23
C 0.9038 0.0840 -5.5267  -0.19
C 0.9311 -0.3388 -6.8335  -0.19
C -0.0170 -1.2515 -7.2961  -0.11
C -1.0178 -1.7283 -6.4451  -0.20
C -1.0820 -1.3025 -5.1418  -0.20
P -1.6247 0.9854 -1.1124  0.94
C -1.4832 2.6768 -1.7206  -0.43
C -1.4514 3.6821 -0.7508  -0.13
C -1.3077 5.0044 -1.1440  -0.21
C -1.1739 5.3284 -2.4877  -0.18
C -1.1968 4.3304 -3.4515  -0.20
C -1.3550 3.0060 -3.0695  -0.22
C -3.3687 0.6612 -0.7897  -0.30
C -3.7338 -0.6331 -0.4194  -0.23
C -5.0520 -0.9168 -0.1088  -0.19
C -6.0063 0.0923 -0.1510  -0.17
C -5.6425 1.3805 -0.5100  -0.20
C -4.3246 1.6698 -0.8339  -0.20
H -1.4974 -1.1054 -2.1962  0.27
H -2.2393 0.0576 -3.3096  0.25
H 0.9327 1.4824 -2.3272  0.28
H 1.9046 0.3920 -3.3372  0.25
H 0.5484 -2.3551 -3.0081  0.18
H 1.1344 -4.6817 -3.4730  0.22
H 2.9733 -5.7735 -2.2286  0.23
H 4.2125 -4.5062 -0.5052  0.23
H 3.6339 -2.1714 -0.0232  0.24
H 4.3910 -0.6406 -1.9648  0.21
H 6.3272 0.8308 -1.6193  0.23
H 6.0852 2.9172 -0.3166  0.23
H 3.8967 3.5182 0.6638  0.23
H 1.9728 2.0018 0.4083  0.25
H 1.6109 0.8252 -5.1884  0.24
H 1.6825 0.0512 -7.5055  0.24
H 0.0178 -1.5874 -8.3236  0.24
H -1.7451 -2.4405 -6.8090  0.24
H -1.8463 -1.6925 -4.4870  0.24
H -1.5459 3.4255 0.3003  0.27
H -1.2948 5.7830 -0.3931  0.23
H -1.0549 6.3616 -2.7860  0.23
H -1.1034 4.5835 -4.4994  0.22
H -1.4028 2.2414 -3.8362  0.19
H -2.9817 -1.4084 -0.3203  0.22
H -5.3291 -1.9176 0.1948  0.22
H -7.0328 -0.1248 0.1125  0.23
H -6.3821 2.1695 -0.5285  0.23
H -4.0466 2.6818 -1.0976  0.22
C 1.3872 -1.5436 3.6469  -0.61
C 2.0518 -0.8590 2.4586  0.10
C 3.4611 -0.3981 2.8101  -0.62
O 1.3169 0.2624 2.0418  -0.86
H 1.9265 -2.4485 3.9374  0.20
H 0.3605 -1.8175 3.4067  0.20
H 1.3627 -0.8579 4.4985  0.21
H 2.1340 -1.6097 1.6482  0.12
H 3.4034 0.3662 3.5884  0.21
H 3.9592 0.0367 1.9411  0.20
H 4.0648 -1.2288 3.1838  0.21

[2]
Entry from the OMol25 dataset: a 11-piece molecular cluster, C45H45F17O21 overall (ωB97M-V/def2-TZVPD).

As for the net charge: 0. As for the multiplicity: 1. Its total energy is -5019.61385 Ha. Its SMILES is O=C1OC[C@@H](F)O1.O=C1OC[C@@H](F)O1.O=C1OC[C@@H](F)O1.O=C1OC[C@@H](F)O1.O=C1OC[C@@H](F)O1.CCOC(=O)C(F)(F)F.CCOC(=O)C(F)(F)F.CCOC(=O)C(F)(F)F.Fc1ccccc1.Fc1ccccc1.Fc1ccccc1. For the HOMO energy, the calculation gives -8.88 eV. The frontier orbital gap comes out at 9.0 eV.

Each line ends with the Mulliken charge.
Cartesian coordinates (Å):
F -5.5322 -2.1907 0.8596  -0.45
C -5.0074 -0.9376 0.8115  0.34
C -3.6992 -0.7473 1.1732  -0.88
C -3.1536 0.5352 1.1079  -0.34
C -3.8720 1.5692 0.5846  -0.63
C -5.1866 1.3788 0.2388  -0.40
C -5.7929 0.1003 0.3502  -0.48
H -3.1115 -1.5760 1.4661  1.04
H -2.0749 0.6571 1.3107  0.74
H -3.3424 2.5461 0.4287  0.29
H -5.8539 2.1522 -0.1693  0.41
H -6.8871 -0.0243 0.1463  0.37
F 1.3365 -7.6947 3.3939  -0.36
C 0.8294 -6.4833 2.9923  0.40
C 1.6039 -5.6542 2.2081  -0.49
C 1.0681 -4.4494 1.7751  0.17
C -0.1956 -4.0391 2.1738  -0.11
C -0.9604 -4.8782 2.9401  -0.48
C -0.4464 -6.1214 3.3552  -0.84
H 2.6047 -5.9948 1.9663  0.46
H 1.6769 -3.7878 1.2178  0.08
H -0.6259 -3.1134 1.8014  0.05
H -1.9473 -4.5817 3.2287  0.56
H -1.0597 -6.8046 3.9226  0.48
F -0.8623 -3.0344 5.9962  -0.37
C -1.0591 -1.7994 5.4667  0.36
C -0.1235 -1.4229 4.5452  -0.43
C -0.2501 -0.1554 4.0165  0.20
C -1.3512 0.6247 4.3403  -0.62
C -2.2655 0.2302 5.2880  -0.68
C -2.1509 -1.0555 5.8036  -0.62
H 0.7243 -2.0459 4.3549  0.63
H 0.5454 0.1772 3.3508  0.24
H -1.4634 1.5467 3.7845  0.48
H -3.0999 0.8900 5.4639  0.40
H -2.9498 -1.4300 6.4483  0.42
C -0.4768 -0.1108 -1.3221  1.37
C 0.1404 -1.5089 -1.7468  0.20
O 0.4724 -2.0404 -0.4706  0.02
C 0.8033 -1.0034 0.3950  0.11
O 1.3585 -1.1290 1.4322  -0.24
O 0.2030 0.0867 -0.0619  0.16
F 1.3071 -1.2612 -2.5238  -0.35
H -1.5542 -0.2528 -1.2789  -0.78
H -0.0762 0.6034 -2.0151  -0.53
H -0.5338 -2.1468 -2.3088  0.20
C -1.8361 6.6673 -0.7980  -0.53
C -0.4468 6.4718 -1.4191  0.42
O -0.2495 5.0410 -1.2280  0.00
C -0.9590 4.6486 -0.2093  0.34
O -0.8323 3.5693 0.3867  -0.24
O -1.8301 5.5567 0.1572  -0.38
F 0.4715 7.0759 -0.6508  -0.31
H -2.6428 6.5425 -1.5308  0.24
H -2.0394 7.5919 -0.2835  0.35
H -0.2131 6.8586 -2.4346  0.25
C 4.0522 -2.3162 -0.0064  0.52
C 4.2872 -1.8036 1.4145  0.90
O 5.6979 -1.8954 1.5652  -0.43
C 6.2329 -2.6243 0.5529  0.46
O 7.3577 -2.9865 0.4915  -0.55
O 5.3162 -2.9357 -0.3922  -0.45
F 3.6369 -2.6350 2.2343  -0.30
H 3.7678 -1.5010 -0.7144  -0.13
H 3.3345 -3.1102 -0.0165  0.08
H 3.9743 -0.7822 1.6524  -0.08
C 0.1901 -6.7515 -1.8978  -0.25
C -1.1290 -7.4147 -1.9280  0.33
O -1.9530 -6.4838 -2.7155  -0.35
C -1.3309 -5.3089 -2.7489  0.71
O -1.9141 -4.3060 -3.1660  -0.59
O -0.0921 -5.3786 -2.2438  -0.29
F -1.6442 -7.4392 -0.6502  -0.26
H 0.9017 -7.1347 -2.5891  0.29
H 0.6084 -6.6915 -0.9047  0.13
H -1.1936 -8.3931 -2.4173  0.27
C -0.9419 2.8327 -6.0462  -0.53
C -1.1434 2.2240 -4.6975  1.18
O -1.0043 3.3108 -3.8195  0.15
C -0.4186 4.3243 -4.4825  0.39
O -0.0942 5.3800 -3.9761  -0.55
O -0.3418 4.0753 -5.8120  -0.38
F -0.1653 1.2897 -4.4476  -0.31
H -1.8297 2.9047 -6.6286  0.33
H -0.2367 2.2800 -6.6597  0.33
H -2.1098 1.7074 -4.4076  -0.65
C -4.9962 -3.3988 -2.3284  -1.70
C -4.0596 -2.2350 -2.0529  0.33
O -4.8239 -1.0324 -2.2898  -0.12
C -4.1901 -0.0274 -2.8174  0.46
O -2.9407 0.1097 -2.8804  -0.31
C -5.0787 1.0536 -3.3568  0.78
F -4.6978 2.2172 -2.9609  -0.19
F -4.9785 0.9868 -4.6862  -0.29
F -6.3303 0.8229 -3.0363  -0.26
H -4.5347 -4.2594 -1.8780  0.34
H -4.9895 -3.4835 -3.4358  0.34
H -5.9944 -3.1377 -1.9848  0.46
H -3.1929 -2.3159 -2.7298  0.60
H -3.7728 -2.2127 -1.0184  -0.36
C 1.9175 2.9300 -2.1740  -0.85
C 2.1609 2.8452 -0.7128  0.77
O 3.5713 2.5541 -0.4248  -0.25
C 4.0937 1.4283 -0.8447  0.14
O 3.5841 0.5183 -1.3769  -0.62
C 5.5879 1.4465 -0.3783  0.95
F 6.0869 0.1922 -0.6709  -0.29
F 6.2840 2.3281 -1.0415  -0.27
F 5.6863 1.6046 0.9541  -0.22
H 2.4072 3.8170 -2.7049  0.29
H 0.8394 2.9910 -2.2773  -0.31
H 2.2051 2.0485 -2.7357  0.48
H 1.6531 2.0094 -0.2141  -0.26
H 1.9730 3.8072 -0.1998  0.18
C 5.2286 6.0422 2.6490  -1.37
C 5.1198 4.8334 1.7294  -0.31
O 3.7883 4.1473 1.9167  -0.03
C 3.7642 3.4436 3.0493  -0.09
O 4.5899 3.2636 3.8530  -0.51
C 2.3595 2.8071 3.2001  1.15
F 1.8690 3.0873 4.4112  -0.29
F 1.4400 3.1039 2.2722  -0.17
F 2.5363 1.4428 3.0712  -0.20
H 4.4055 6.7218 2.6556  0.32
H 6.1755 6.4915 2.3927  0.41
H 5.3344 5.7497 3.6761  0.37
H 5.9333 4.1305 1.9174  0.31
H 5.0396 5.0447 0.6888  0.39

[3]
Entry from the OMol25 dataset: C45H46InN6O7S2 as an isolated structure (ωB97M-V/def2-TZVPD).

As for the net charge: +1. As for the multiplicity: 1. Its total energy is -3583.86621 Ha. For the HOMO energy (spin up / spin down), the calculation gives -10.00 / -10.00 eV. The calculation puts the energy above the lowest of the compared OMol25 structures with the same formula, charge and spin at 0.000 eV. The frontier orbital gap (spin up / spin down) comes out at 6.2 / 6.2 eV.

Each line ends with the Mulliken charge.
Cartesian coordinates (Å):
In -0.9105 1.3138 0.2481  1.46
O -0.9208 1.7703 -5.4202  -0.70
C -0.7745 3.1014 -5.2563  1.05
C -0.2616 3.7585 -6.3755  -0.60
C -0.0314 5.1155 -6.3540  -0.27
C -0.3236 5.8719 -5.2179  -0.84
C -0.8582 5.2409 -4.1224  -0.90
C -1.0956 3.8534 -4.1116  0.06
C -1.7056 3.3738 -2.8682  0.31
O -2.1077 4.0180 -1.9498  -0.45
N -1.7394 1.8606 -2.6416  1.41
N -2.7627 1.3974 -2.0249  -1.07
C -2.8031 0.0339 -1.8952  -0.59
C -3.5209 -0.6518 -0.9341  1.34
C -3.8238 -2.0425 -1.1561  -0.63
C -4.5066 -2.7578 -0.2390  -0.61
C -4.9164 -2.1414 0.9918  -0.32
C -4.6096 -0.8618 1.2933  -0.64
C -3.8768 -0.0350 0.3576  0.17
O -3.4750 1.1124 0.6494  -0.78
H -0.9666 1.2941 -4.5823  0.46
H -0.0439 3.1615 -7.2502  0.47
H 0.3896 5.5937 -7.2288  0.40
H -0.1454 6.9378 -5.2029  0.43
H -1.1259 5.8018 -3.2370  0.48
H -2.3028 -0.5382 -2.6788  0.13
H -3.5319 -2.4922 -2.0976  0.48
H -4.7670 -3.7898 -0.4312  0.49
H -5.4868 -2.7327 1.6995  0.47
H -4.9176 -0.4022 2.2251  0.58
O -0.6060 1.2835 -2.7259  -0.30
S 0.1944 -1.7552 -3.8328  -0.31
C 1.7782 -1.0406 -3.2676  -0.60
C 2.1824 -1.4060 -1.8484  0.07
C 3.5027 -0.7359 -1.4406  -1.05
C 3.3890 0.7043 -0.9599  -0.79
S 2.7530 0.9978 0.6990  0.56
O 1.3662 0.4005 0.7291  -0.58
C 3.8256 -0.0711 1.6326  0.25
C 5.0585 0.4203 2.0399  -0.55
C 5.9228 -0.4175 2.7287  -0.74
C 5.5446 -1.7242 3.0068  -0.49
C 4.2998 -2.1936 2.6085  -0.71
C 3.4261 -1.3668 1.9160  -0.70
C 0.2251 -3.3648 -3.0810  -0.18
C 0.6295 -4.4708 -3.8243  -0.32
C 0.5693 -5.7442 -3.2762  -0.64
C 0.0943 -5.9220 -1.9838  -0.50
C -0.3014 -4.8223 -1.2357  -0.81
C -0.2331 -3.5476 -1.7790  0.27
H 1.6353 0.0391 -3.3617  0.29
H 2.5552 -1.3378 -3.9732  0.59
H 2.3177 -2.4866 -1.7805  0.46
H 1.3868 -1.1410 -1.1508  -0.20
H 4.1830 -0.7252 -2.2974  0.56
H 4.0041 -1.3378 -0.6792  0.43
H 2.7461 1.3210 -1.5941  0.26
H 4.3734 1.1838 -0.9266  0.68
H 5.3384 1.4462 1.8285  0.47
H 6.8872 -0.0499 3.0528  0.41
H 6.2243 -2.3784 3.5367  0.40
H 4.0101 -3.2134 2.8267  0.47
H 2.4550 -1.7111 1.5920  0.64
H 0.9823 -4.3251 -4.8369  0.47
H 0.8899 -6.5971 -3.8598  0.36
H 0.0360 -6.9164 -1.5606  0.41
H -0.6712 -4.9535 -0.2254  0.53
H -0.5114 -2.6854 -1.1837  0.32
N 1.0752 3.8201 2.6359  0.11
C 1.3881 4.0247 1.3005  0.65
C 2.3776 4.9817 1.0197  -0.86
C 2.7456 5.1894 -0.2858  -0.71
C 2.1376 4.4397 -1.2938  -1.26
C 1.1807 3.5278 -0.9182  -0.71
N 0.7969 3.3182 0.3528  0.20
C 0.1049 3.0661 3.2786  0.56
C 0.1326 3.0869 4.6829  -0.81
C -0.8417 2.4194 5.3800  -0.57
C -1.8422 1.7509 4.6762  -1.01
C -1.7813 1.7740 3.3044  -0.78
N -0.8174 2.3966 2.5982  -0.02
H 1.6362 4.3670 3.2665  0.16
H 2.8345 5.5439 1.8240  0.47
H 3.4983 5.9293 -0.5243  0.44
H 2.3936 4.5700 -2.3357  0.59
H 0.6895 2.9112 -1.6644  0.91
H 0.9086 3.6367 5.1999  0.41
H -0.8350 2.4285 6.4621  0.43
H -2.6464 1.2354 5.1808  0.54
H -2.5545 1.3033 2.7071  0.99
O 0.0780 -2.5559 1.2596  -0.51
C -0.7747 -2.1906 2.0189  -0.35
O -1.4393 -1.0311 1.8554  0.39
C -1.2622 -2.9910 3.2138  0.22
N -1.9942 -2.1261 4.1536  -0.39
C -3.2931 -2.7524 4.4955  -0.45
C -3.2048 -4.1842 3.9767  -0.89
C -2.2874 -4.0500 2.7637  -0.18
H -0.3899 -3.4744 3.6562  0.39
H -1.9652 -0.9432 2.6886  0.09
H -1.4458 -1.9320 4.9785  0.30
H -4.0996 -2.2147 3.9912  0.02
H -3.4759 -2.6920 5.5674  0.41
H -4.1803 -4.5963 3.7217  0.39
H -2.7470 -4.8352 4.7242  0.35
H -2.8439 -3.6904 1.8951  -0.20
H -1.7971 -4.9821 2.4911  0.46

Maximum force / eV/A: 0.58 4.64 1.30